Entry from OMol25: C2H3NS2 in the gas phase (ωB97M-V/def2-TZVPD).

As for the LUMO energy: -1.12 eV. Its HOMO energy is -8.46 eV. The spin multiplicity is 1. The calculation puts the frontier orbital gap at 7.35 eV.

Geometry (Å):
C 0.6896 -1.0504 -0.7510
C -1.0442 0.9391 0.2627
N 1.3761 -0.7434 0.2295
S -0.9877 -0.1899 -1.0080
S 1.3655 0.3615 1.3504
H 0.8601 -1.9201 -1.2603
H -0.6222 1.9954 0.0467
H -1.6372 0.6079 1.1300

Forces on the atoms, in the same order (eV/Å):
C -0.5 1.7 2.3
C 2.3 1.0 0.5
N 0.5 -0.3 -0.7
S 0.4 -0.1 -0.2
S -1.7 0.6 -0.4
H 0.2 -1.9 -1.8
H -1.4 -1.9 0.7
H 0.3 0.9 -0.4

Atom charges from the Mulliken analysis, given in e for atoms 1 to 6: number 1, C, carries -0.0512; number 2, C, carries -0.7388; number 3, N, carries -0.2058; number 4, S, carries -0.1165; number 5, S, carries -0.0360; number 6, H, carries 0.4059

Entry from OMol25: C2H3NS2 in the gas phase (ωB97M-V/def2-TZVPD).

As for the LUMO energy: 0.17 eV. Its HOMO energy is -8.71 eV. The spin multiplicity is 1. The calculation puts the frontier orbital gap at 8.88 eV.

Geometry (Å):
N -0.3616 0.7379 -0.1781
C 0.9294 0.2467 -0.2012
C 1.4382 -0.9838 -0.2324
S 3.2319 -0.6940 -0.0644
S 2.4691 1.2166 0.0746
H -0.2913 1.4371 0.5398
H -0.5566 1.2512 -0.9487
H 0.9857 -2.0540 -0.3152

Forces on the atoms, in the same order (eV/Å):
N 0.7 -1.2 2.9
C 1.9 -0.2 0.2
C 0.6 -2.5 -0.2
S -1.3 -0.6 -0.1
S -0.9 0.2 -0.3
H -0.8 0.3 0.8
H -0.9 1.6 -3.4
H 0.7 2.3 0.1

Atom charges from the Mulliken analysis, given in e for atoms 1 to 6: number 1, N, carries -0.5844; number 2, C, carries 0.1894; number 3, C, carries -0.2819; number 4, S, carries -0.0872; number 5, S, carries -0.1257; number 6, H, carries 0.3030

Entry from OMol25: a molecular structure, C2H3NS2 (ωB97M-V/def2-TZVPD).

As for the LUMO energy: -1.59 eV. Its HOMO energy is -8.41 eV. The spin multiplicity is 1. The calculation puts the frontier orbital gap at 6.82 eV.

Geometry (Å):
C -0.0484 0.7624 -0.2621
C -0.9781 -0.4868 -0.1301
H 3.5851 0.1592 1.0704
H -0.3825 1.8638 -0.5746
H -0.7174 -1.5516 0.3035
N 1.2502 0.8002 0.2902
S 2.2908 -0.3924 -0.1080
S -2.6082 -0.0904 0.0782

Forces on the atoms, in the same order (eV/Å):
C 3.2 -0.1 2.1
C -1.3 1.4 1.4
H -2.8 -1.4 -2.6
H -0.1 -2.9 1.2
H 0.4 2.4 -1.4
N -4.4 0.8 -3.3
S 2.9 0.4 3.4
S 2.2 -0.7 -0.7

Atom charges from the Mulliken analysis, given in e for atoms 1 to 6: number 1, C, carries -0.1579; number 2, C, carries -0.1202; number 3, H, carries 0.1586; number 4, H, carries 0.3129; number 5, H, carries 0.2948; number 6, N, carries -0.2267

Entry from OMol25: C2H3NS3 in the gas phase (ωB97M-V/def2-TZVPD).

As for the LUMO energy: -1.18 eV. Its HOMO energy is -8.50 eV. The spin multiplicity is 1. The calculation puts the frontier orbital gap at 7.32 eV.

Geometry (Å):
N -0.6520 2.0318 0.2528
C -0.7223 0.6546 0.0378
S -2.1225 -0.2782 -0.1643
C 0.6393 -0.1293 -0.0490
S 1.9187 0.7535 -0.1744
S 0.4774 -1.7770 0.1700
H -1.4562 2.5632 0.2069
H 0.2553 2.6654 0.7421
H 1.8848 -1.7765 0.0481

Forces on the atoms, in the same order (eV/Å):
N 4.6 -0.8 1.6
C -0.3 0.4 0.2
S 1.3 1.6 0.2
C -3.7 2.0 0.8
S 3.1 1.3 -0.5
S 1.8 -1.3 -0.3
H -2.1 0.8 -0.1
H -3.3 -3.3 -2.3
H -1.4 -0.8 0.3

Atom charges from the Mulliken analysis, given in e for atoms 1 to 6: number 1, N, carries -0.4468; number 2, C, carries 0.1886; number 3, S, carries -0.2944; number 4, C, carries 0.4157; number 5, S, carries -0.3453; number 6, S, carries -0.1539

Entry from OMol25: 2 unconnected molecules or ions with the total composition C2H3NS4 (ωB97M-V/def2-TZVPD).

As for the LUMO energy (spin up / spin down): -1.13 / -3.09 eV. Its HOMO energy (spin up / spin down) is -8.75 / -8.10 eV. The spin multiplicity is 1. The calculation puts the frontier orbital gap (spin up / spin down) at 7.62 / 5.01 eV.

Geometry (Å):
C 1.7315 1.8060 0.0044
C -0.5173 -0.9035 0.4348
N 1.2204 2.6636 0.7514
S -1.0940 0.3946 -0.4548
S 0.6853 3.4300 1.9577
S -1.6895 -1.9662 1.3055
S 1.2419 -1.2069 0.5370
H 1.9777 1.8580 -1.0483
H -2.8690 -1.2440 0.7773
H 1.8473 0.7482 0.1396

Forces on the atoms, in the same order (eV/Å):
C -0.6 1.2 -0.6
C -0.2 0.4 -0.3
N 1.4 -1.3 -1.6
S 0.7 -1.1 0.6
S -0.6 0.5 0.9
S -0.7 1.7 -1.3
S -2.1 -0.1 0.1
H -0.1 1.4 -0.4
H 2.1 -1.2 0.9
H -0.1 -1.5 1.6

Atom charges from the Mulliken analysis, given in e for atoms 1 to 6: number 1, C, carries 0.0644; number 2, C, carries 0.2111; number 3, N, carries -0.0711; number 4, S, carries -0.2302; number 5, S, carries -0.0510; number 6, S, carries -0.1604

Entry from OMol25: 2 unconnected molecules or ions with the total composition C2H3O2 (ωB97M-V/def2-TZVPD).

As for the LUMO energy: -6.23 eV. Its HOMO energy is -17.42 eV. Its net charge is +1. The spin multiplicity is 1. The calculation puts the frontier orbital gap at 11.18 eV.

Geometry (Å):
C -0.6444 -0.3793 -0.0044
C 0.4762 0.5841 -0.2084
O 1.4784 0.0386 0.4068
O 0.7176 -0.8047 -0.4867
H -1.0712 -0.4299 1.7476
H -1.5762 -0.3881 -0.6470
H 0.6195 1.3793 -0.8078

Forces on the atoms, in the same order (eV/Å):
C -1.4 2.6 5.2
C -3.9 -0.1 0.8
O 2.1 -0.8 3.0
O -0.1 -3.3 -2.4
H 1.3 -0.4 -4.3
H 1.6 -0.5 0.2
H 0.4 2.5 -2.5

Atom charges from the Mulliken analysis, given in e for atoms 1 to 6: number 1, C, carries -0.5076; number 2, C, carries 0.4026; number 3, O, carries -0.0660; number 4, O, carries 0.0473; number 5, H, carries 0.3980; number 6, H, carries 0.3424

For reference, ΔE to the lowest compared entry with this formula, charge and spin by record: 232.2 84.6 447.7 136.9 350.4 809.7 kJ/mol.
For reference, energy by record: -25280.16301 -25281.69372 -25277.93016 -36116.70727 -46949.26122 -6199.51051 eV.